{
  "formula": "C2H13NO5",
  "method": "the ωB97M-V functional and the def2-TZVPD basis",
  "elements": ["C", "C", "N", "O", "H", "H", "H", "H", "H", "H", "H", "O", "H", "H", "O", "H", "H", "O", "H", "H", "O"],
  "xyz": [[1.15523, -0.79987, 2.82978], [0.64809, 0.45952, 2.15187], [0.52496, 1.51091, 2.99655], [0.33527, 0.52260, 0.97899], [0.50340, -1.00246, 3.67627], [2.19815, -0.68363, 3.10790], [1.12228, -1.60856, 2.10536], [0.26412, 2.43980, 2.71670], [0.69096, 1.36661, 3.97646], [0.50954, 0.09124, -3.18073], [1.02357, -0.60009, -4.43572], [0.42812, 0.09614, -4.14507], [-1.08862, 2.44473, -3.05840], [-1.43948, 1.33242, -3.97033], [-1.83850, 1.87743, -3.27596], [-0.11281, -0.11598, -0.65346], [-1.32770, -0.05553, -1.62532], [-0.47692, -0.48309, -1.47549], [-0.56267, -1.71205, 0.20986], [-1.28015, -2.97325, 0.32884], [-1.27684, -2.10690, 0.74189]],
  "atomic_forces_ev_per_a": [[-0.129, 0.145, -0.809], [-0.179, -0.106, 0.384], [0.178, 0.082, 0.469], [0.241, 0.167, -0.304], [0.227, -0.246, 0.140], [0.036, 0.157, 0.383], [-0.268, -0.085, 0.133], [-0.144, -0.149, -0.363], [0.093, 0.053, -0.027], [-0.329, -0.208, 0.186], [-0.061, 0.015, -0.102], [0.212, 0.165, -0.105], [-0.211, 0.109, 0.191], [-0.187, -0.202, 0.024], [0.445, -0.022, -0.174], [-0.200, 0.356, -0.058], [0.023, 0.112, 0.068], [0.495, -0.087, -0.221], [-0.557, 0.334, 0.273], [-0.454, -0.394, 0.157], [0.769, -0.196, -0.246]],
  "e_homo_ev": -10.526,
  "orbital_gap_ev": 11.1,
  "e_tot_ha": -514.98583
}



{
  "formula": "C24H54N7O8P2",
  "method": "the ωB97M-V functional and the def2-TZVPD basis",
  "elements": ["C", "C", "C", "N", "N", "C", "P", "N", "O", "C", "C", "P", "N", "O", "H", "H", "H", "H", "H", "H", "H", "H", "H", "C", "O", "C", "C", "N", "C", "C", "O", "C", "H", "H", "H", "H", "H", "H", "H", "H", "H", "H", "H", "H", "H", "H", "H", "C", "O", "C", "C", "N", "C", "C", "O", "C", "H", "H", "H", "H", "H", "H", "H", "H", "H", "H", "H", "H", "H", "H", "H", "C", "O", "C", "C", "N", "C", "C", "O", "C", "H", "H", "H", "H", "H", "H", "H", "H", "H", "H", "H", "H", "H", "H", "H"],
  "xyz": [[3.22730, -3.65265, 0.02817], [2.52559, -2.69109, -0.13066], [1.47937, -1.70701, 0.11064], [0.23338, -1.96061, -0.27264], [-0.83600, -1.22953, -0.12209], [-0.66051, -0.07608, 0.50459], [-2.18969, 1.02105, 0.80731], [-3.10358, 1.12531, -0.65786], [-3.11899, 0.10617, 1.85470], [0.61783, 0.41384, 0.97758], [1.74619, -0.44573, 0.76239], [3.49075, -0.00097, 1.29189], [3.69433, 1.69621, 1.38787], [4.50569, -0.43946, 0.04673], [3.86087, -4.51930, 0.20227], [0.10060, -2.85295, -0.75738], [-3.05135, 2.11523, -0.91397], [-4.08199, 1.00630, -0.36075], [-2.84678, -0.82398, 1.77041], [0.71734, 1.38978, 1.46657], [3.92105, 2.11250, 0.48238], [2.90423, 2.16089, 1.82812], [4.89126, -1.28508, 0.34390], [9.91943, -6.34433, -1.65035], [8.85852, -6.91476, -0.90230], [9.24830, -7.32953, 0.40501], [8.55605, -6.47885, 1.45552], [9.07533, -5.11454, 1.45179], [8.29430, -4.18413, 2.26112], [6.86182, -3.89210, 1.81070], [6.77562, -3.19009, 0.57504], [6.78550, -4.01360, -0.58420], [9.55871, -6.16022, -2.66161], [10.23755, -5.38922, -1.21862], [10.77331, -7.02514, -1.70324], [10.33410, -7.31642, 0.53266], [8.91419, -8.36462, 0.52098], [8.71743, -6.92210, 2.44231], [7.47964, -6.49791, 1.24058], [9.09267, -4.77200, 0.49947], [8.84031, -3.23673, 2.26593], [8.27683, -4.54046, 3.29556], [6.41886, -3.22793, 2.55919], [6.23348, -4.79080, 1.79534], [6.32162, -4.98788, -0.40594], [7.80283, -4.14277, -0.95583], [6.21911, -3.49913, -1.36351], [-3.69526, 3.74165, 3.02146], [-3.07402, 4.60356, 2.08345], [-3.82575, 5.78891, 1.82113], [-3.08219, 7.00999, 2.33358], [-3.06028, 7.03624, 3.79192], [-2.16115, 8.04414, 4.35178], [-0.66258, 7.86945, 4.09807], [-0.09746, 6.73429, 4.73732], [-0.18398, 5.53057, 3.99995], [-3.11009, 2.82394, 3.07654], [-3.71782, 4.19556, 4.01729], [-4.71307, 3.48927, 2.70836], [-4.83586, 5.73334, 2.23635], [-3.91888, 5.86980, 0.73372], [-3.57646, 7.91343, 1.96491], [-2.06661, 6.97882, 1.91868], [-2.77168, 6.12806, 4.13278], [-2.31772, 8.03752, 5.43377], [-2.47016, 9.03217, 3.99693], [-0.15978, 8.73552, 4.53702], [-0.41055, 7.88375, 3.03168], [-0.14787, 5.70131, 2.92057], [-1.09103, 4.98096, 4.26487], [0.66688, 4.90476, 4.27856], [-7.35427, -3.19845, -4.97295], [-6.27766, -2.32793, -5.27593], [-6.60587, -1.34376, -6.25455], [-6.59201, 0.04308, -5.63497], [-7.70867, 0.21677, -4.71144], [-7.62207, 1.42940, -3.90165], [-6.47089, 1.52511, -2.89864], [-6.55457, 0.58981, -1.83209], [-5.97986, -0.67809, -2.10473], [-6.98294, -3.97534, -4.30548], [-8.16242, -2.66358, -4.46298], [-7.74290, -3.67292, -5.87842], [-7.56218, -1.55352, -6.74157], [-5.82699, -1.38932, -7.02150], [-6.66204, 0.79274, -6.42854], [-5.62815, 0.16915, -5.12531], [-7.74714, -0.58021, -4.08871], [-8.55791, 1.49970, -3.34052], [-7.58935, 2.29863, -4.56587], [-6.53429, 2.51241, -2.43088], [-5.48712, 1.48227, -3.38033], [-5.13030, -0.61012, -2.78839], [-6.73149, -1.36358, -2.50166], [-5.62789, -1.09681, -1.15934]],
  "atomic_forces_ev_per_a": [[0.421, -0.497, 0.070], [-1.305, 0.319, 0.667], [1.288, 1.399, 0.506], [0.844, -1.474, -0.504], [0.157, 0.677, 0.479], [-0.261, 0.411, 0.384], [-0.023, 1.792, 0.963], [-0.018, -0.265, 0.989], [1.297, -0.396, -1.330], [0.358, -2.488, -0.956], [-1.121, 1.273, -1.406], [1.026, -0.728, 1.402], [-0.499, -0.991, -1.229], [-1.306, 0.369, 0.836], [-0.330, 0.635, -0.295], [-0.282, 0.291, 0.086], [0.098, -0.293, -0.094], [0.149, -0.348, -0.456], [-0.590, 0.069, 0.198], [-0.238, -0.402, -0.306], [-0.183, 0.166, 0.237], [0.322, 0.130, 0.047], [0.327, 0.257, -0.305], [-0.148, 0.004, -0.018], [0.288, 0.155, 0.009], [-0.450, -0.247, 0.112], [0.225, 0.182, -0.225], [-0.262, -0.089, 0.107], [0.230, 0.089, -0.263], [0.055, 0.258, 0.473], [-0.423, -0.189, -0.042], [0.043, 0.388, -0.118], [-0.065, -0.055, 0.040], [0.165, -0.038, -0.016], [0.038, 0.066, 0.008], [-0.020, 0.161, -0.052], [0.044, 0.005, 0.028], [-0.016, 0.041, 0.003], [-0.055, -0.226, 0.047], [0.106, -0.042, 0.018], [-0.106, 0.028, 0.058], [-0.065, -0.051, -0.036], [0.018, 0.021, -0.036], [0.087, -0.080, -0.173], [0.147, -0.064, 0.065], [-0.054, -0.237, -0.046], [0.002, 0.033, 0.037], [0.149, 0.064, -0.044], [-0.250, -0.145, 0.148], [0.299, 0.244, -0.364], [-0.044, -0.262, 0.281], [0.070, 0.109, -0.192], [-0.052, -0.237, 0.186], [-0.013, 0.384, 0.235], [-0.013, -0.025, -0.338], [0.091, -0.029, 0.351], [0.039, 0.047, -0.053], [-0.171, -0.057, 0.024], [-0.027, 0.007, 0.091], [0.087, -0.049, 0.147], [-0.039, 0.020, 0.015], [0.025, 0.006, 0.023], [-0.042, 0.041, -0.228], [-0.051, 0.017, 0.000], [0.074, 0.067, -0.020], [0.024, -0.034, -0.072], [0.004, -0.042, 0.019], [-0.054, -0.169, -0.032], [-0.116, 0.030, -0.009], [-0.039, -0.088, -0.222], [0.027, 0.075, 0.034], [0.126, 0.049, 0.071], [-0.315, -0.078, -0.022], [0.480, 0.213, -0.053], [-0.235, -0.238, 0.173], [0.218, 0.137, -0.051], [-0.189, -0.252, 0.102], [-0.198, 0.412, 0.042], [0.367, 0.018, -0.113], [-0.202, -0.034, 0.249], [0.073, 0.044, -0.028], [-0.117, -0.078, -0.091], [-0.068, 0.011, 0.035], [-0.055, -0.008, 0.162], [-0.042, 0.012, -0.026], [-0.008, 0.016, 0.035], [0.147, 0.005, -0.179], [-0.048, -0.010, -0.063], [0.063, 0.084, 0.037], [0.078, -0.030, -0.014], [-0.030, -0.032, 0.024], [-0.003, -0.200, -0.031], [-0.066, 0.009, -0.083], [0.146, -0.098, -0.133], [-0.016, 0.055, 0.016]],
  "total_charge": 1,
  "e_homo_ev": -10.188,
  "orbital_gap_ev": 5.3,
  "e_tot_ha": -2614.31181
}